Entry 1:
The following is a DFT calculation (ωB97M-V/def2-TZVPD) of a cluster of 10 separate species, C53H65N11P in total.

Results
M   887.2 g mol⁻¹
Energy   -81687.888 eV
Kohn-Sham gap   9.0 eV

The geometry in ORCA input format:
```
! RIJCOSX wB97M-V def2-TZVPD def2/J DEFGRID3
* xyz 1 1
C 2.92729 -6.42419 1.52176
C 3.09078 -6.78266 0.03050
P 2.79791 -5.57463 -1.29402
C 4.07139 -4.27885 -1.12705
C 4.73513 -3.95020 0.22010
N 1.22985 -4.73565 -0.81431
C 0.17275 -5.73295 -0.42828
C -1.08024 -4.97956 -0.02974
N -0.91073 -4.18936 1.19169
C 0.48009 -3.80419 1.44286
C 1.24210 -3.56734 0.15669
H 2.00397 -6.84235 1.91911
H 3.75232 -6.87848 2.06473
H 2.93796 -5.35443 1.69555
H 4.12591 -7.08346 -0.16165
H 2.48575 -7.65069 -0.22982
H 3.62617 -3.37639 -1.55838
H 4.84267 -4.58830 -1.83208
H 4.17664 -3.22207 0.80203
H 4.87616 -4.83291 0.83760
H 5.72276 -3.52718 0.04687
H 0.89486 -4.34906 -1.69604
H 0.53900 -6.36716 0.37085
H -0.01270 -6.36142 -1.29948
H -1.86297 -5.71712 0.13878
H -1.41231 -4.34473 -0.85521
H -1.23445 -4.73933 1.97271
H 0.50628 -2.84688 1.96644
H 1.00934 -4.51555 2.08217
H 0.78649 -2.74899 -0.39645
H 2.25206 -3.26848 0.39198
N 5.93646 -7.90374 2.34980
C 7.17859 -7.90120 1.86810
C 8.15598 -8.80050 2.26294
C 7.82959 -9.75502 3.21238
C 6.54271 -9.76950 3.72486
C 5.63814 -8.82761 3.26172
H 7.40084 -7.13734 1.13078
H 9.14782 -8.75055 1.83609
H 8.56519 -10.47392 3.54772
H 6.24341 -10.49434 4.46878
H 4.62149 -8.81032 3.64109
N 0.81323 -1.17800 -1.97690
C 0.55580 -1.27070 -3.28287
C 0.23779 -0.18840 -4.08269
C 0.18363 1.06462 -3.49438
C 0.44704 1.18284 -2.13818
C 0.75467 0.03666 -1.42669
H 0.61134 -2.26749 -3.70340
H 0.04465 -0.33148 -5.13636
H -0.05432 1.93945 -4.08115
H 0.41129 2.14093 -1.63644
H 0.96670 0.09130 -0.36332
N 2.47625 2.96637 -4.42034
C 3.23273 3.32383 -3.38457
C 3.64398 4.62523 -3.14399
C 3.24747 5.61228 -4.03216
C 2.46439 5.25708 -5.11862
C 2.10601 3.92526 -5.26742
H 3.51711 2.52226 -2.70986
H 4.24903 4.86295 -2.28001
H 3.54266 6.64178 -3.87433
H 2.12858 5.99057 -5.83873
H 1.48534 3.61947 -6.10290
N -0.01100 -3.65816 -5.99937
C -0.67927 -4.24009 -6.99207
C -0.32096 -5.46108 -7.54567
C 0.79212 -6.11479 -7.04379
C 1.49801 -5.52232 -6.00829
C 1.05254 -4.30149 -5.52715
H -1.54146 -3.69796 -7.36354
H -0.90228 -5.88428 -8.35284
H 1.10452 -7.06693 -7.45198
H 2.37395 -5.99300 -5.58294
H 1.58235 -3.80600 -4.71860
N -0.65177 3.31916 0.42336
C -1.69856 4.07483 0.10132
C -2.80687 4.24013 0.91798
C -2.83200 3.58621 2.13921
C -1.74984 2.79552 2.48826
C -0.69062 2.69645 1.59952
H -1.64404 4.57265 -0.86150
H -3.62783 4.86925 0.60207
H -3.67414 3.67937 2.81175
H -1.73069 2.26746 3.43153
H 0.17697 2.09087 1.84190
N 2.74170 7.24768 -0.63376
C 1.49381 7.14102 -1.08414
C 0.56626 8.17011 -1.02830
C 0.95306 9.37874 -0.47215
C 2.24829 9.50508 0.00200
C 3.09905 8.41446 -0.10293
H 1.23005 6.17877 -1.51160
H -0.43444 8.02465 -1.41226
H 0.25861 10.20641 -0.40954
H 2.59605 10.42809 0.44474
H 4.12027 8.47716 0.25685
N -5.01929 2.51231 4.77145
C -6.07771 3.25354 4.45068
C -7.18180 3.41609 5.27297
C -7.18997 2.77128 6.49881
C -6.09661 1.99549 6.84799
C -5.04195 1.89948 5.95306
H -6.03961 3.74194 3.48198
H -8.01209 4.03307 4.95870
H -8.03177 2.87180 7.17337
H -6.06110 1.47595 7.79624
H -4.16827 1.30312 6.19334
N -0.30755 5.79239 -7.20191
C -0.84335 6.04624 -8.39348
C -1.89630 6.92723 -8.59006
C -2.42520 7.58037 -7.48892
C -1.87804 7.32651 -6.24160
C -0.82442 6.42990 -6.15427
H -0.40562 5.51542 -9.23168
H -2.28892 7.09473 -9.58334
H -3.24708 8.27534 -7.60093
H -2.25613 7.81395 -5.35346
H -0.36576 6.20828 -5.19550
N -9.21170 2.59906 9.85882
C -8.60134 3.28823 10.81978
C -7.72435 2.72188 11.73339
C -7.46744 1.36353 11.64692
C -8.09692 0.63148 10.65276
C -8.95545 1.29496 9.78913
H -8.82906 4.34772 10.85887
H -7.25773 3.33371 12.49288
H -6.79108 0.88382 12.34237
H -7.93001 -0.43178 10.54732
H -9.46614 0.75690 8.99734
*
```

---

Entry 2:
The following is a DFT calculation (ωB97M-V/def2-TZVPD) of a structure of composition C53H66BHfN7OP2S2.

Results
M   1132.5 g mol⁻¹
Energy   -110751.060 eV
Kohn-Sham gap   8.1 eV
Energy above the lowest of the compared OMol25 structures with the same formula, charge and spin   0.0 kcal per mole

The geometry in ORCA input format:
```
! RIJCOSX wB97M-V def2-TZVPD def2/J DEFGRID3
* xyz 0 1
Hf -0.19315 -0.13067 -0.22902
S 0.46669 -1.06192 2.43202
P 0.16384 -2.76826 1.42279
C 0.48957 -2.34138 -0.21817
P -0.65048 -2.92374 -1.36235
S -2.28319 -1.74445 -1.32989
C -1.10834 -4.68084 -1.28707
C -0.17719 -5.60915 -0.82700
C -0.48005 -6.96442 -0.83811
C -1.71461 -7.39296 -1.31131
C -2.64300 -6.46698 -1.77796
C -2.34143 -5.11091 -1.76781
C 0.10555 -2.88266 -3.02751
C 1.40477 -3.36608 -3.16276
C 2.01909 -3.39136 -4.40968
C 1.33336 -2.93835 -5.52944
C 0.03313 -2.46667 -5.40000
C -0.58178 -2.44185 -4.15201
C -1.45907 -3.55088 1.81683
C -1.57048 -4.93671 1.95312
C -2.80120 -5.53406 2.19677
C -3.94141 -4.75372 2.31828
C -3.84943 -3.37513 2.18434
C -2.61723 -2.79111 1.92569
C 1.31362 -3.97450 2.16071
C 2.49756 -4.26852 1.49120
C 3.47244 -5.05512 2.09576
C 3.26628 -5.54365 3.37857
C 2.08683 -5.24465 4.05655
C 1.11326 -4.46080 3.45276
H 0.78310 -5.26741 -0.44976
H 0.24281 -7.68514 -0.47001
H -1.95317 -8.45044 -1.31943
H -3.60615 -6.80245 -2.14805
H -3.06923 -4.38157 -2.11142
H 1.94509 -3.69413 -2.27960
H 3.03687 -3.75633 -4.50509
H 1.81623 -2.94264 -6.50087
H -0.49894 -2.10021 -6.27134
H -1.58506 -2.04850 -4.04271
H -0.68975 -5.55706 1.87649
H -2.86778 -6.61189 2.28986
H -4.90104 -5.21990 2.51834
H -4.73565 -2.75503 2.26377
H -2.55745 -1.73660 1.77924
H 2.64778 -3.87335 0.48927
H 4.39309 -5.28393 1.56807
H 4.02628 -6.15450 3.85420
H 1.92789 -5.62012 5.06134
H 0.20397 -4.21911 3.98831
C -4.30574 0.72374 -0.45378
C -3.74108 1.02203 -1.85310
C -4.83350 1.58165 -2.75967
C -2.57355 1.96327 -1.75862
C -2.55684 3.27658 -2.21333
C -1.35810 3.82475 -1.80945
C -1.03707 5.26882 -2.16249
C -0.27510 6.15509 -1.16957
C -0.46703 5.34308 -3.59392
N -0.67189 2.85538 -1.15028
N -1.44302 1.70604 -1.10297
B 0.55355 3.02578 -0.19137
N 1.81539 2.13770 -0.42984
N 1.82168 0.82367 -0.02225
C 3.06921 0.35655 -0.13749
C 3.87491 1.37091 -0.64520
C 3.06369 2.47975 -0.80686
C 3.56640 3.81120 -1.29365
C 3.56412 4.91556 -0.22838
C 2.88733 4.24387 -2.58675
C 3.50587 -1.02899 0.23388
C 4.50144 -0.97831 1.39824
C 4.08923 -1.74445 -0.98747
N 0.01516 2.71810 1.22662
N -0.72265 1.58248 1.48401
C -1.22867 1.74676 2.71405
C -0.80079 2.96217 3.25087
C -0.01091 3.54856 2.28179
C 0.72958 4.85568 2.36864
C 1.97322 4.69627 3.25384
C -0.17942 5.97227 2.89183
C -2.20873 0.82277 3.37457
C -3.61858 1.43006 3.30143
C -1.82877 0.51814 4.82695
H -5.09458 -0.03527 -0.50588
H -3.52957 0.35611 0.21921
H -4.72712 1.63520 -0.01801
H -3.39647 0.09432 -2.29339
H -5.30445 2.46517 -2.31725
H -4.43918 1.85493 -3.74109
H -5.60998 0.82749 -2.90651
H -3.33196 3.79039 -2.76596
H -2.03101 5.70766 -2.21573
H 0.80260 6.02199 -1.21982
H -0.48359 7.20023 -1.41345
H -0.59927 5.98006 -0.13976
H 0.34123 4.62914 -3.74698
H -1.24241 5.10652 -4.32573
H -0.09016 6.34905 -3.80696
H 0.90794 4.15259 -0.26751
H 4.93906 1.32483 -0.84215
H 4.61145 3.61275 -1.52743
H 2.55827 5.29260 -0.03747
H 3.98036 4.55462 0.71778
H 4.17575 5.75586 -0.57083
H 1.83164 4.42811 -2.41256
H 3.33940 5.16637 -2.96507
H 2.97053 3.47162 -3.35714
H 2.63382 -1.57527 0.54773
H 5.36367 -0.34567 1.15833
H 4.02531 -0.58544 2.30123
H 4.87200 -1.98479 1.61891
H 5.02830 -1.27911 -1.30416
H 4.29879 -2.79233 -0.74475
H 3.39005 -1.71936 -1.82662
H -1.04654 3.37421 4.22182
H 1.06467 5.13331 1.37130
H 1.68197 4.44369 4.27998
H 2.62137 3.89645 2.88179
H 2.55039 5.62744 3.27883
H -0.45653 5.79367 3.93726
H 0.33677 6.93655 2.84225
H -1.10068 6.04263 2.30724
H -2.20571 -0.10712 2.83205
H -3.66707 2.36004 3.87684
H -3.90073 1.65684 2.26978
H -4.35314 0.73385 3.71676
H -1.76818 1.44048 5.41506
H -2.58782 -0.12310 5.28664
H -0.86740 0.00733 4.88170
O 1.15657 1.09488 -4.26679
C 0.80968 0.55762 -3.26504
N 0.45984 0.01572 -2.25470
*
```